[1]
68
Properties=species:S:1:pos:R:3 method="wB97M-V/def2-TZVPD" homo_lumo_gap_ha=0.301 charge=+1 molar_mass_g_mol=493.5 max_force_ev_per_a=2.208 e_tot_ev=-46721.797 e_above_lowest_ev=0.0000
O -2.341 4.599 -4.982
O -1.225 -5.563 4.889
O 2.838 5.587 -2.477
O -1.711 -4.719 6.966
O -1.658 -1.884 0.803
O 3.052 -5.516 1.368
O 2.082 -4.976 -1.460
O 0.966 -2.467 -1.753
C -1.640 4.867 -4.021
C -1.099 -4.705 5.758
C 1.971 5.508 -3.339
C 0.243 -2.454 3.164
C 0.374 -3.475 4.073
C 1.242 -4.098 2.087
C -2.161 1.864 0.185
C -2.233 1.607 -1.196
C -1.062 2.566 0.711
C -1.214 2.061 -2.053
C -0.047 3.025 -0.147
C -0.122 2.782 -1.532
N 1.023 -4.497 3.396
N 2.218 6.117 -4.509
N -0.334 4.613 -4.068
N 0.788 -2.873 1.944
C -2.630 -5.804 7.181
C -2.260 5.496 -2.789
C -0.154 -3.529 5.493
C 1.377 6.316 -5.690
C -0.438 -1.192 0.509
C 1.802 -4.936 0.964
C 1.984 -4.106 -0.322
C 0.795 -3.150 -0.510
C 0.768 -2.139 0.653
C 0.960 3.334 -2.443
C 0.662 4.745 -2.994
H -2.431 -1.368 0.505
H 3.715 -4.840 1.606
H 2.796 -5.632 -1.342
H 1.114 -3.122 -2.465
H -0.259 -1.505 3.337
H -2.961 1.544 0.838
H -3.086 1.083 -1.607
H -1.012 2.781 1.770
H -1.286 1.881 -3.117
H 0.783 3.589 0.257
H 1.126 -5.455 3.742
H 3.129 6.553 -4.534
H -0.020 4.213 -4.937
H -3.181 -5.648 8.114
H -2.093 -6.755 7.256
H -3.359 -5.876 6.366
H -3.336 5.573 -2.941
H -2.066 4.877 -1.917
H -1.846 6.491 -2.644
H -0.695 -2.608 5.722
H 0.682 -3.602 6.193
H 1.204 5.367 -6.200
H 1.880 6.992 -6.384
H 0.423 6.766 -5.408
H -0.320 -0.339 1.186
H -0.473 -0.788 -0.510
H 1.085 -5.739 0.755
H 2.897 -3.505 -0.242
H -0.142 -3.721 -0.530
H 1.673 -1.527 0.587
H 1.886 3.354 -1.868
H 1.124 2.645 -3.274
H 0.232 5.322 -2.176

[2]
17
Properties=species:S:1:pos:R:3 method="wB97M-V/def2-TZVPD" homo_lumo_gap_ha=0.305 charge=0 molar_mass_g_mol=98.1 max_force_ev_per_a=0.327 e_tot_ev=-8427.135 e_above_lowest_ev=4.1057
C 2.078 0.233 0.336
O 1.341 -0.672 0.961
C 0.162 -1.189 -0.267
C -1.174 -1.221 0.105
C -1.817 0.126 0.251
C -0.872 1.007 -0.584
C 0.089 -0.027 -1.147
H 3.042 -0.111 -0.088
H 2.179 1.206 0.845
H 1.463 0.531 -0.688
H 0.640 -2.102 -0.608
H -1.719 -2.141 0.306
H -2.823 0.130 -0.185
H -1.922 0.424 1.304
H -1.403 1.548 -1.375
H -0.337 1.746 0.030
H 0.246 -0.124 -2.219

[3]
61
Properties=species:S:1:pos:R:3 method="wB97M-V/def2-TZVPD" homo_lumo_gap_ha=0.374 charge=0 molar_mass_g_mol=1599.5 max_force_ev_per_a=0.403 e_tot_ev=-551419.023 smiles="O=S1(=O)CCC[C@@H](Br)O1.ClC(Cl)(Cl)Cl.ClC(Cl)(Cl)Cl.ClC(Cl)(Cl)Cl.ClC(Cl)(Cl)Cl.ClC(Cl)(Cl)Cl.ClC(Cl)(Cl)Cl.ClC(Cl)(Cl)Cl.ClC(Cl)(Cl)Cl.ClC(Cl)(Cl)Cl"
O -0.861 -2.907 2.261
S 0.319 -2.253 1.780
O 1.368 -3.006 1.169
C -0.170 -0.917 0.726
C -0.988 0.091 1.535
C -0.061 0.675 2.603
C 0.361 -0.368 3.625
Br -1.112 -0.921 4.773
O 1.022 -1.469 2.997
H -0.702 -1.385 -0.102
H 0.748 -0.460 0.353
H -1.823 -0.436 2.002
H -1.394 0.868 0.889
H 0.872 0.971 2.107
H -0.456 1.559 3.098
H 1.087 0.030 4.325
C -3.058 0.661 8.435
Cl -1.316 0.870 8.251
Cl -3.873 2.196 8.111
Cl -3.640 -0.559 7.297
Cl -3.415 0.139 10.084
C 0.380 5.188 3.106
Cl -0.030 4.149 1.733
Cl -0.890 6.390 3.332
Cl 0.515 4.191 4.561
Cl 1.915 5.995 2.795
C 1.451 0.897 -2.453
Cl 2.781 1.833 -3.134
Cl 2.055 -0.658 -1.868
Cl 0.735 1.795 -1.100
Cl 0.223 0.622 -3.684
C 4.630 9.399 3.091
Cl 4.557 8.019 1.987
Cl 3.001 10.034 3.337
Cl 5.299 8.875 4.638
Cl 5.657 10.652 2.394
C -1.190 -3.577 -2.663
Cl 0.379 -3.588 -3.476
Cl -1.002 -4.187 -1.026
Cl -1.757 -1.905 -2.573
Cl -2.337 -4.561 -3.578
C 2.985 -1.587 -7.203
Cl 2.712 0.156 -7.269
Cl 2.676 -2.293 -8.794
Cl 4.655 -1.907 -6.727
Cl 1.889 -2.306 -6.019
C 3.515 -6.463 0.241
Cl 3.954 -7.996 -0.525
Cl 2.180 -5.722 -0.636
Cl 3.031 -6.759 1.912
Cl 4.912 -5.378 0.217
C -2.086 4.377 -4.293
Cl -2.966 2.842 -4.273
Cl -0.362 4.061 -4.100
Cl -2.371 5.198 -5.829
Cl -2.654 5.394 -2.965
C -6.273 -6.914 -5.095
Cl -7.272 -6.110 -6.308
Cl -5.612 -8.406 -5.769
Cl -4.946 -5.843 -4.625
Cl -7.251 -7.289 -3.676

[4]
48
Properties=species:S:1:pos:R:3 method="wB97M-V/def2-TZVPD" homo_lumo_gap_ha=0.361 charge=0 molar_mass_g_mol=360.3 max_force_ev_per_a=2.932 e_tot_ev=-36783.276 smiles="NC(N)=O.NC(N)=O.NC(N)=O.NC(N)=O.NC(N)=O.NC(N)=O" e_above_lowest_ev=1.4997
C 5.792 12.048 10.551
O 4.686 12.478 10.817
N 6.759 12.789 9.897
N 6.172 10.813 11.015
H 7.555 12.290 9.508
H 6.463 13.404 9.134
H 6.992 10.250 10.747
H 5.556 10.296 11.626
C 9.266 9.116 6.979
O 10.302 8.664 7.392
N 8.721 8.684 5.797
N 8.446 9.989 7.712
H 8.047 9.265 5.323
H 9.321 8.124 5.194
H 8.775 10.211 8.653
H 7.480 10.259 7.650
C 11.134 8.345 15.770
O 9.968 8.109 15.614
N 11.519 9.646 15.597
N 12.073 7.340 15.932
H 10.712 10.161 15.244
H 12.459 9.931 15.721
H 12.974 7.350 16.411
H 11.530 6.517 16.254
C 8.979 13.253 13.625
O 9.844 12.531 14.127
N 8.654 14.383 14.257
N 8.334 12.867 12.476
H 9.066 14.538 15.154
H 7.899 15.013 14.092
H 7.416 13.291 12.369
H 8.692 12.108 11.896
C 13.071 6.687 12.025
O 13.114 7.814 12.394
N 13.519 6.298 10.752
N 12.543 5.706 12.865
H 13.932 6.963 10.121
H 13.591 5.336 10.470
H 12.231 6.118 13.753
H 12.862 4.762 12.676
C 10.123 9.646 11.365
O 8.972 10.100 11.269
N 10.571 8.488 10.692
N 11.007 10.214 12.292
H 11.571 8.450 10.733
H 10.062 8.187 9.875
H 10.660 10.855 13.026
H 11.972 9.945 12.276

[5]
9
Properties=species:S:1:pos:R:3 method="wB97M-V/def2-TZVPD" homo_lumo_gap_ha=0.278 charge=0 molar_mass_g_mol=71.2 max_force_ev_per_a=2.797 e_tot_ev=-11517.439 e_above_lowest_ev=4.3668
C -3.571 0.063 -0.047
C -2.378 -0.150 0.008
N 1.680 0.721 0.009
Si 0.642 -0.673 0.010
H -4.577 -0.039 -0.290
H 1.273 1.618 -0.123
H 2.436 0.691 0.643
H 0.431 -1.090 1.376
H 0.492 -1.716 -1.002

[6]
18
Properties=species:S:1:pos:R:3 method="wB97M-V/def2-TZVPD" homo_lumo_gap_ha=0.379 charge=0 molar_mass_g_mol=127.1 max_force_ev_per_a=10.169 e_tot_ev=-11943.739 e_above_lowest_ev=9.5794
C -2.419 -0.623 -0.014
C -1.056 0.072 -0.068
C 2.412 -0.055 -0.865
C 2.127 0.912 0.447
C 1.188 -0.244 0.836
C 1.577 -0.892 -0.464
H -2.173 1.581 0.225
H -4.469 -0.511 -0.144
H -2.545 -1.805 -0.124
H -0.215 -0.192 -0.750
H 3.173 -0.045 -1.756
H 1.569 2.025 0.291
H 3.460 0.769 0.967
H 1.600 -0.486 1.879
H 0.863 -1.911 -1.067
N -3.521 0.123 0.081
O -1.349 1.306 -0.659
O -0.222 -0.025 1.185